(1)
Here is a structure of composition C19H43OP3SSeTm at a distorted geometry from the OMol25 dataset. Energies are from ωB97M-V/def2-TZVPD.

**LUMO energy (alpha / beta)**: -11.53 / -11.55 eV
**Multiplicity**: 3
**DFT total energy**: -5732.86258 Ha
**Total charge**: +3
**Relative energy (zero: lowest compared OMol25 entry of this formula, charge and spin)**: 125.8 kJ/mol
**Frontier orbital gap (alpha / beta)**: 4.10 / 4.08 eV

The geometry in XYZ format:
```
69
Properties=species:S:1:pos:R:3:forces:R:3
H -2.99309 2.79290 0.81614 -0.055 -0.064 -0.233
P -2.70371 0.42358 0.18721 -1.748 0.323 -0.381
H -4.40936 2.13685 -0.04316 0.404 -0.145 0.008
H 1.26075 -5.03298 3.80997 -0.204 -0.079 -0.277
H 1.19582 3.32560 0.78069 -0.185 0.025 0.134
H 4.64701 -0.75881 0.46671 -0.369 0.079 0.185
H -3.56076 -1.38257 -1.23397 -0.122 0.145 -0.151
C 1.77198 1.69572 3.30501 0.007 -0.379 -0.001
H 0.59519 -1.98011 -1.43447 0.045 0.502 0.686
H -1.96844 2.35115 3.11261 0.158 0.013 0.126
C -3.81991 -0.07199 1.55889 0.493 -0.351 0.225
Tm -0.20183 -0.86865 1.11565 1.148 4.849 3.285
H -2.93347 2.55939 -0.96528 -0.108 -0.029 0.350
O 0.61350 -1.86767 2.72835 -0.427 -0.226 0.312
Se -0.74756 2.07842 -2.88713 0.635 -0.266 0.276
C -0.02454 -0.44591 -6.13816 -0.214 0.347 0.311
H -3.30322 0.12602 -2.17701 -0.099 -0.178 0.338
H -1.74986 -3.09667 4.11026 0.370 0.009 0.065
H 1.65194 2.37096 4.16077 0.108 -0.107 -0.218
H -0.49903 -4.84846 3.51707 0.289 0.163 -0.028
C 2.93627 -0.96292 -1.62479 -0.578 -0.300 -0.134
H 3.02892 2.20092 0.39995 -0.002 -0.224 -0.191
H 1.95444 0.67670 3.66915 0.077 0.261 0.094
C -0.71419 -2.84122 0.06623 -0.063 -0.713 -4.809
H -0.67306 2.75151 4.29497 -0.156 -0.103 -0.177
H -3.47340 0.35334 2.50979 -0.220 -0.057 -0.127
H -0.57330 3.37486 0.76252 0.176 0.067 0.137
H -1.25849 1.07430 4.12023 -0.005 0.240 0.060
H 3.87024 0.08511 1.84081 -0.101 -0.196 -0.211
H -0.93227 -3.06196 5.70839 -0.064 -0.022 0.029
C -0.97851 -2.60549 4.71828 -0.223 0.100 -0.025
H 0.67580 -4.42648 2.22306 0.153 0.203 0.429
H -0.45567 -1.38035 -6.48999 0.221 0.164 -0.055
C 1.51607 1.41464 -6.37056 -0.082 -0.038 0.214
H 2.33654 1.89098 -6.91075 -0.327 -0.077 0.168
C 1.02479 1.98804 -5.19289 -0.383 -0.033 0.341
H 2.42436 -0.55879 -2.50501 0.035 -0.052 0.046
C -3.30826 2.15129 -0.01603 0.616 0.353 0.040
C -1.04038 2.00518 3.58083 -0.138 -0.382 -0.058
P 2.34777 -0.12520 -0.09790 1.990 0.385 -0.291
C 0.96819 0.22610 -6.85401 -0.112 -0.093 0.029
H -4.83046 0.27970 1.33478 0.096 -0.132 0.163
C 0.30475 3.28379 1.41477 -0.180 -0.139 -0.364
C -3.66894 -0.29045 -1.22452 0.509 -0.295 -0.069
H -0.00377 -3.58841 0.39785 0.423 0.341 0.249
C -0.52412 0.11463 -4.95951 0.392 0.624 0.148
C -0.36974 -1.90050 -0.92094 -1.584 -5.227 -1.691
H 2.64110 2.00560 2.71242 -0.247 -0.023 0.115
H 1.31032 -0.18222 -7.80225 0.024 0.055 0.226
H 4.01873 -0.82415 -1.75147 -0.351 0.055 0.157
H 0.40370 1.42201 -2.22102 -0.303 0.286 0.483
P 0.23424 1.68878 2.30454 0.300 0.944 0.288
H -1.23562 -1.54709 4.82542 0.355 -0.092 0.120
H -3.81840 -1.16814 1.63958 -0.214 0.175 0.107
C 2.95742 1.56892 -0.49375 -0.501 0.332 0.019
H 3.44233 -1.60813 1.48989 0.298 0.156 -0.033
H -1.16602 -1.46385 -1.53286 0.148 0.453 0.528
H -1.27699 -0.38872 -4.35178 0.015 0.057 -0.385
H -4.73879 -0.05050 -1.11033 0.452 -0.019 0.060
S 0.66832 -2.77835 4.00995 -0.673 -0.077 -0.491
H 1.45720 2.91403 -4.79186 -0.262 -0.365 -0.317
H 2.27867 2.05248 -1.20373 0.145 0.022 0.065
C 0.49397 -4.43353 3.30367 0.203 -0.533 0.505
H -1.76144 -3.15574 0.19178 0.084 0.807 0.447
C -0.03215 1.35709 -4.50670 0.456 -0.834 -1.258
C 3.71205 -0.64505 1.03641 -0.360 -0.300 0.344
H 0.32016 4.12981 2.11320 0.013 -0.259 -0.055
H 2.73220 -2.03738 -1.56823 0.150 0.044 -0.097
H 3.95397 1.50808 -0.95772 -0.327 -0.171 0.218
```
Forces are in eV/Å.



(2)
Here is a cluster of 3 separate species, C19H44IN3O7 in total at a distorted geometry from the OMol25 dataset. Energies are from ωB97M-V/def2-TZVPD.

**SMILES**: CC(C)=N[C@@H](O)OCCOCI.COCCNCCOC.COCCNCCOC
**LUMO energy**: 0.47 eV
**DFT total energy**: -1738.77890 Ha
**Total charge**: 0
**Relative energy (zero: lowest compared OMol25 entry of this formula, charge and spin)**: 0.0 kJ/mol
**Frontier orbital gap**: 8.78 eV

The geometry in XYZ format:
```
74
Properties=species:S:1:pos:R:3:forces:R:3
H -6.43014 3.02549 -2.37739 0.065 0.023 -0.004
H 3.89628 -2.52619 0.13231 -0.108 -0.173 0.118
N 1.23271 -0.55678 0.22198 -0.083 -1.508 -1.836
H 2.55486 -2.59687 -1.01037 -0.244 0.075 -0.033
H 11.39389 -3.37557 0.85472 0.016 0.014 0.025
H 5.71273 -5.37389 0.01860 -0.017 0.021 -0.018
H -7.31641 2.95168 1.20687 0.024 0.011 -0.010
C -8.07774 3.35211 0.53059 -0.029 -0.002 -0.258
O -2.47837 -1.57824 0.37507 0.055 0.098 -0.195
H 8.86177 -0.99633 2.17566 0.049 0.014 0.090
H 3.18665 0.78549 1.35443 -0.031 0.139 -0.071
C 9.77390 -0.79237 1.60373 0.007 -0.020 -0.121
O -0.20896 1.17800 -0.46644 -0.150 -0.246 0.010
C 2.82160 -2.39142 0.02534 0.057 -0.059 0.643
H 9.62020 0.11257 1.01848 0.005 -0.015 -0.030
H 6.15608 -1.71697 -1.33664 -0.015 -0.038 -0.020
C -1.79565 -0.71579 -0.54996 -0.209 0.265 0.527
H -2.03173 1.18976 0.35397 0.066 0.209 0.028
H -8.84543 6.04805 -1.16605 -0.006 -0.055 0.034
H -8.06987 4.44760 0.61670 0.012 -0.006 0.169
C -9.43971 2.87021 0.97827 0.047 0.180 0.285
H -9.45614 4.79692 -2.28300 -0.039 0.010 0.124
H 4.26562 0.11035 0.09647 0.100 0.063 -0.013
H -10.61657 2.39264 -1.45104 -0.023 -0.099 0.018
C 6.73899 -2.36273 -0.67770 -0.222 0.081 0.022
H -5.72924 3.25874 -0.78491 -0.011 0.024 0.043
H -6.73815 5.59009 -0.73060 -0.123 -0.038 0.012
C 6.50042 -4.61965 0.09401 -0.157 -0.284 0.031
C -11.21815 2.72675 -0.59860 0.008 0.117 0.034
C 2.42561 -0.98543 0.37041 -0.130 0.637 0.362
H 10.60149 -0.62262 2.29846 -0.026 0.007 0.045
H 7.34640 -5.74197 1.71097 0.033 -0.011 -0.044
C -6.59020 3.51194 -1.41193 -0.114 -0.179 -0.117
C 10.45768 -3.05658 1.32134 0.187 -0.143 -0.221
N -7.78328 2.90933 -0.82592 -0.008 0.118 0.089
H 1.71023 -0.16246 -2.39335 0.150 -0.084 -0.202
H -9.25733 6.45656 -2.84101 0.031 0.013 -0.005
C 9.41581 -4.12952 1.09403 -0.192 0.144 0.042
H -11.61753 1.85173 -0.07706 0.009 -0.037 -0.035
H 7.93232 -2.88181 1.67446 0.005 0.023 0.037
C 3.55394 -0.12324 0.89168 0.084 0.022 -0.435
O 10.07179 -1.83699 0.69811 -0.090 0.074 0.174
H -4.21709 -1.55371 -0.72272 -0.083 0.428 -0.059
H 6.26065 -4.45239 2.19959 -0.036 -0.062 -0.016
I -4.78577 0.04434 1.41041 -0.102 0.129 -0.090
H -1.01859 -1.29239 -1.03504 0.040 -0.056 -0.060
H -4.20744 -2.47239 0.77105 -0.069 0.058 0.234
C 0.93696 0.46488 -0.74843 0.726 1.099 1.261
H -5.60402 5.28400 -2.03209 -0.009 0.016 -0.012
H -12.05143 3.31818 -0.97428 0.009 0.028 0.015
H -9.56109 3.10674 2.03933 -0.011 -0.033 0.004
O 5.87530 -3.38295 -0.20591 0.319 0.017 -0.053
O -10.47579 3.55015 0.27827 -0.026 -0.158 -0.138
O -7.50895 5.44218 -2.64823 -0.081 0.013 0.102
H -0.93095 0.17798 1.23150 0.346 -0.248 -0.068
H -2.52250 -0.32706 -1.26244 0.089 -0.166 -0.353
C 7.06780 -4.70374 1.50670 -0.023 0.199 0.172
C -1.22484 0.47236 0.22464 -0.533 0.182 0.030
H 7.24137 -4.87004 -0.67360 0.070 0.116 0.020
H 4.10367 -0.70787 1.62881 0.041 -0.010 0.080
H 10.64638 -2.91419 2.38885 -0.094 0.033 0.026
C -3.84250 -1.56797 0.29844 0.187 -0.785 -0.003
O 0.82101 -0.10565 -2.04147 -0.260 -0.122 0.245
C -6.59478 5.01725 -1.65480 0.281 0.016 -0.023
H 1.75896 1.19278 -0.78997 -0.070 0.237 -0.096
H 2.29295 -3.10471 0.65642 -0.042 -0.132 -0.017
H -9.52719 1.78621 0.86421 0.006 -0.002 -0.108
H -8.57627 3.12240 -1.41676 -0.012 -0.022 -0.018
H 9.23306 -4.18598 0.01204 0.133 -0.079 -0.026
N 8.19777 -3.84348 1.84166 0.043 -0.062 -0.143
H 7.57894 -2.76927 -1.24480 0.044 -0.008 0.041
C -8.82769 5.68807 -2.19795 0.024 0.027 -0.196
H 7.11596 -1.74290 0.14050 0.131 -0.024 -0.035
H 9.81569 -5.09342 1.42142 -0.017 -0.018 -0.008
```
Forces are in eV/Å.